# 1
The following is a quantum chemistry calculation of a molecular structure, C30H43BCl2N6SV in a non-equilibrium geometry, from the OMol25 dataset.

XYZ file:
```
84
Properties=species:S:1:pos:R:3:mulliken_spin:R:1
V -0.02345 0.55858 0.30430 0.947
C 2.28510 -2.67350 -3.24935 0.000
C 2.03298 -1.36077 -2.58329 0.008
C 2.65673 -0.14353 -2.79443 0.007
C 2.03363 0.76113 -1.92357 0.030
N 1.10655 0.11046 -1.21365 -0.056
N 1.10150 -1.18221 -1.63472 0.032
B -0.13723 -2.04355 -1.28761 -0.056
N -0.29387 -2.26589 0.23640 0.033
N -0.55023 -1.17627 1.00780 -0.055
C -1.02560 -1.61453 2.17774 0.033
C -1.04215 -3.01618 2.16501 0.008
C -0.57676 -3.38738 0.91563 0.009
C -0.39890 -4.75755 0.34857 -0.001
C -1.50698 -0.69189 3.26936 -0.003
C -2.74677 -1.31552 3.92593 0.000
C -1.92645 0.66793 2.67648 0.057
C -0.41749 -0.52322 4.33791 -0.001
N -1.38211 -1.20776 -1.73143 0.042
N -1.62485 0.02535 -1.19825 -0.089
C -2.73766 0.48228 -1.76359 0.031
C -3.22718 -0.46777 -2.67751 0.008
C -2.33704 -1.52241 -2.62521 -0.001
C -2.36319 -2.80625 -3.38856 0.000
C -3.36189 1.82311 -1.45389 -0.022
C -4.78454 1.59535 -0.92222 0.000
C -3.42672 2.64876 -2.74716 -0.001
C -2.56040 2.59661 -0.41118 0.076
C 2.27585 2.24456 -1.79969 -0.004
C 2.56802 2.81134 -3.19629 0.000
C 1.01501 2.95110 -1.26338 0.058
C 3.49038 2.50836 -0.89827 -0.002
H 3.18574 -2.60122 -3.85532 0.000
H 2.41947 -3.46649 -2.51267 0.000
H 1.45509 -2.95838 -3.89878 0.000
H 3.45452 0.05942 -3.49165 0.000
H -0.09217 -3.09257 -1.86158 0.001
H -1.35626 -3.67690 2.95792 0.001
H -0.53893 -5.49339 1.13753 0.000
H -1.12277 -4.95990 -0.44315 0.000
H 0.59938 -4.87993 -0.07332 0.000
H -3.48651 -1.60339 3.17478 0.000
H -2.48219 -2.20269 4.50609 0.000
H -3.20465 -0.59213 4.60600 0.000
H -2.84038 0.54640 2.09007 -0.001
H -2.11089 1.38342 3.47815 -0.001
H -1.15668 1.12836 2.03972 -0.019
H -0.11513 -1.49840 4.72925 0.000
H 0.45880 -0.02552 3.92623 0.001
H -0.79837 0.08093 5.16694 0.000
H -4.10870 -0.40325 -3.29697 0.000
H -3.23390 -2.81497 -4.04248 0.000
H -1.46853 -2.92546 -4.00294 0.000
H -2.42380 -3.66816 -2.72107 0.000
H -5.38834 1.03593 -1.63959 0.000
H -4.75952 1.02824 0.01205 0.000
H -5.27564 2.55395 -0.73380 0.000
H -3.98728 2.12285 -3.52262 0.000
H -3.91743 3.60764 -2.55926 0.000
H -2.42133 2.84226 -3.13045 0.000
H -2.50759 2.05370 0.53339 -0.009
H -1.54631 2.79911 -0.75826 -0.009
H -3.04242 3.55713 -0.21555 0.003
H 1.80215 2.50467 -3.91303 0.000
H 2.58616 3.90370 -3.15233 0.000
H 3.53932 2.47271 -3.56462 0.000
H 0.23173 2.93204 -2.02496 -0.001
H 0.61936 2.50637 -0.33841 -0.019
H 1.24500 3.98763 -1.01583 -0.001
H 4.36842 1.98014 -1.27984 0.000
H 3.71220 3.57962 -0.87518 0.000
H 3.29907 2.17659 0.12082 0.001
Cl 2.81489 -1.40627 1.28715 0.005
C 3.50856 -0.31756 2.43894 -0.006
C 4.67133 -0.73590 3.06914 -0.001
C 5.28623 0.07751 4.00278 -0.001
C 4.72605 1.30730 4.29620 0.000
C 3.56548 1.71083 3.65902 0.002
Cl 2.94028 3.27141 4.09625 -0.001
C 2.89716 0.91992 2.69836 -0.005
S 1.42946 1.54812 1.96359 -0.031
H 5.08044 -1.70489 2.81401 -0.001
H 6.19343 -0.24808 4.49497 0.000
H 5.18175 1.96877 5.02243 0.000
```

Output
HOMO-LUMO gap (alpha / beta) = 7.34 / 6.78 eV
Spin multiplicity = 2
E_tot = -3785.06242 a.u.

---

# 2
The following is a quantum chemistry calculation of a single C6H7N molecule in a non-equilibrium geometry, from the OMol25 dataset.

XYZ file:
```
14
Properties=species:S:1:pos:R:3:nbo_charge:R:1
C -1.72403 -1.18098 -0.26724 -0.391
C -0.32448 -1.46483 -0.19598 0.122
C -2.13637 0.08256 -0.12942 0.228
C -2.54047 1.24957 0.30326 -0.500
C 2.50337 0.78072 -0.00973 -0.377
C 1.74909 -0.31910 0.19193 -0.053
N 0.43723 -0.42846 -0.20567 -0.449
H -2.26600 -1.98340 -0.70764 0.228
H -0.05441 -2.52960 -0.07135 0.164
H -2.76558 1.98987 -0.38158 0.230
H -2.73213 1.24067 1.36684 0.239
H 3.50821 0.64341 0.33866 0.187
H 2.26302 1.65177 -0.63370 0.201
H 2.36955 -1.01002 0.68907 0.171
```

Output
Energy relative to the best compared isomer or geometry (same formula, charge and spin) = 93.00 kcal/mol
HOMO-LUMO gap = 8.52 eV
SMILES = C=C=C/C=N/C=C
E_tot = -287.43903 a.u.

---

# 3
The following is a quantum chemistry calculation of 2 unconnected molecules or ions with the total composition C2H8NOS in a non-equilibrium geometry, from the OMol25 dataset.

XYZ file:
```
13
Properties=species:S:1:pos:R:3:nbo_charge:R:1
C 2.13452 -1.39954 -0.53351 -0.804
C -3.39619 1.00302 -0.00250 -0.205
N 1.20156 0.77880 0.84469 -0.999
O -0.35553 -1.03911 0.00206 -0.758
S 0.71129 -0.22675 -0.48032 1.525
H 2.38602 -1.46064 0.49102 0.257
H 3.09454 -1.02347 -0.95000 0.271
H 1.78913 -2.32556 -1.08921 0.293
H -4.25150 0.50209 0.37143 0.196
H -2.35635 0.83310 0.18648 0.179
H -3.76699 1.84284 -0.70997 0.197
H 0.56627 1.56430 0.88451 0.413
H 2.24325 0.95091 0.98531 0.436
```

Output
Energy relative to the best compared isomer or geometry (same formula, charge and spin) = 144.13 kcal/mol
Charge = +1
HOMO-LUMO gap (alpha / beta) = 9.87 / 3.45 eV
E_tot = -608.71555 a.u.

---

# 4
The following is a quantum chemistry calculation of 14 unconnected molecules or ions with the total composition C21H38Cl26F9NO2PS in a non-equilibrium geometry, from the OMol25 dataset.

XYZ file:
```
99
Properties=species:S:1:pos:R:3:mulliken_charge:R:1
C -1.42413 -3.34726 2.96941 -0.156
P -0.99262 -3.92062 1.20618 -0.174
C -2.38032 -3.15398 0.16370 -0.069
N 0.52022 -3.08620 0.87510 0.095
C 1.23510 -3.63352 -0.30461 -0.111
C 2.51717 -2.76410 -0.61356 -0.209
C 2.20684 -1.29339 -1.03848 -0.069
C 2.40564 -0.23345 0.11977 0.320
F 2.23973 -0.75891 1.37511 -0.250
F 3.77916 0.09981 0.05161 -0.206
C 1.65113 1.12051 -0.12868 0.931
F 2.34907 2.14875 0.47304 -0.320
F 1.66944 1.40320 -1.46112 -0.251
S -0.12453 1.23749 0.46054 1.251
F 0.00429 2.87889 0.47842 -0.425
F -0.64206 1.36401 -1.10727 -0.314
F -0.39166 -0.33964 0.37648 -0.138
F 0.27255 1.20730 2.02066 -0.343
F -1.67989 1.42388 0.91151 -0.424
C 0.33572 -3.87514 -1.56049 -0.106
O 0.04452 -2.99237 -2.40099 -0.509
O -0.14554 -5.05716 -1.69192 -0.733
H -1.25486 -2.22550 2.97421 -0.400
H -0.73493 -3.77205 3.73578 0.397
H -2.51441 -3.48678 3.19316 0.154
H -3.11508 -2.60660 0.81957 -0.391
H -1.99122 -2.44149 -0.60185 0.087
H -2.94243 -3.98280 -0.32223 0.429
H 1.15151 -3.14958 1.67943 0.272
H 1.63208 -4.64452 0.00282 0.111
H 3.07100 -3.33292 -1.41976 -0.513
H 3.17729 -2.84301 0.29425 0.502
H 1.18200 -1.13488 -1.44455 0.489
H 2.97184 -1.00871 -1.80317 -0.024
C -2.85226 3.82953 -0.79153 0.527
Cl -2.75844 3.64141 -2.53888 -0.185
Cl -4.46215 4.34873 -0.27191 -0.198
H -2.62494 2.87421 -0.33679 -0.331
H -2.12614 4.57433 -0.47804 0.182
C 4.41505 3.21192 -1.67727 0.112
Cl 4.80061 1.93435 -2.83280 -0.141
Cl 4.84881 4.80817 -2.31307 -0.203
H 3.34992 3.19196 -1.47463 -0.034
H 4.96908 3.03531 -0.75977 0.217
C -1.02015 -2.15825 -5.25335 1.072
Cl -2.10998 -0.96989 -4.53077 -0.212
Cl -0.13539 -1.46450 -6.62653 -0.224
H -0.30621 -2.48853 -4.49925 -0.130
H -1.60768 -3.00203 -5.60124 -0.478
C -4.38548 -1.19474 3.96359 -0.146
Cl -3.83202 -2.68020 4.74913 -0.132
Cl -4.14112 -1.26979 2.21579 -0.137
H -5.44440 -1.06058 4.16661 0.407
H -3.82325 -0.35709 4.36266 0.016
C 4.93852 -2.53702 -3.78174 -0.221
Cl 3.28891 -2.03641 -4.16386 -0.044
Cl 4.97878 -3.68840 -2.43625 -0.132
H 5.36930 -3.01148 -4.65878 0.325
H 5.52151 -1.66056 -3.51123 0.176
C -0.95706 -0.38498 5.95429 -0.234
Cl -0.86853 -0.48321 4.18722 0.015
Cl -2.55488 0.12795 6.51016 -0.226
H -0.73871 -1.36519 6.36990 0.292
H -0.22474 0.33451 6.30003 0.144
C 7.80773 2.12252 -0.87864 -0.226
Cl 6.67873 0.97478 -0.15180 -0.086
Cl 9.44255 1.92073 -0.23251 -0.188
H 7.83124 1.95931 -1.95235 0.278
H 7.46888 3.13316 -0.66622 0.237
C -0.09722 1.25951 9.89066 -0.146
Cl -1.73350 0.60882 9.70217 -0.110
Cl 0.96193 0.77098 8.56098 -0.174
H -0.14771 2.33906 9.91534 0.141
H 0.32100 0.88861 10.82234 0.289
C -1.95149 3.80453 12.74736 -0.248
Cl -1.37675 2.30727 13.49137 -0.150
Cl -1.76330 3.76298 10.99091 -0.130
H -3.00336 3.93440 12.98471 0.268
H -1.37704 4.63702 13.14302 0.278
C -3.78609 -4.74187 -7.33848 -0.147
Cl -5.01577 -5.84862 -6.70913 -0.176
Cl -2.18569 -5.12103 -6.69698 -0.158
H -3.76031 -4.82485 -8.42113 0.307
H -4.04797 -3.72660 -7.05080 0.155
C -6.84021 -3.29945 -4.46499 -0.252
Cl -8.31029 -2.48389 -3.90955 -0.183
Cl -5.45462 -2.20510 -4.46469 -0.066
H -6.62895 -4.13320 -3.80156 0.301
H -7.00136 -3.66334 -5.47562 0.206
C -0.71324 6.22932 -3.90389 0.469
Cl 0.49451 5.92577 -2.64878 -0.119
Cl -1.05778 7.96006 -4.05479 -0.206
H -0.33143 5.85983 -4.85550 -0.118
H -1.63175 5.70755 -3.64464 -0.015
C 2.76575 5.30064 -5.78050 0.160
Cl 1.14787 4.60423 -5.94222 -0.194
Cl 3.83025 4.76800 -7.08704 -0.175
H 2.68644 6.38364 -5.81054 0.279
H 3.18937 4.98644 -4.83020 -0.076
```

Output
Charge = -1
HOMO-LUMO gap = 5.43 eV
E_tot = -14631.44892 a.u.

---

# 5
The following is a quantum chemistry calculation of a molecular structure, CH16Na5O11 in a non-equilibrium geometry, from the OMol25 dataset.

XYZ file:
```
33
Properties=species:S:1:pos:R:3:nbo_charge:R:1
Na 2.19174 -2.10339 2.89435 0.968
Na -0.16790 -3.67230 0.63866 0.988
Na -0.16800 2.32510 2.24171 0.967
Na 3.73267 0.94113 2.07556 0.989
Na 1.53546 0.73673 4.49513 0.991
C 0.44731 -0.19001 1.14484 0.958
O 1.18016 0.27595 2.02408 -1.075
O 0.53772 -1.35042 0.77507 -0.928
O -0.28175 0.59528 0.55764 -0.839
O 1.42585 0.34034 -1.86500 -0.985
H 1.05960 1.10452 -2.31011 0.512
H 0.87472 0.22659 -1.09070 0.445
O 3.45511 -1.43382 0.60900 -1.023
H 2.50300 -1.53226 0.60456 0.476
H 3.70323 -1.45849 -0.31516 0.530
O 0.06818 2.70015 -2.29562 -0.929
H 0.21370 2.72771 -1.34995 0.443
H -0.82173 2.36094 -2.39171 0.502
O -1.43766 -1.44133 -1.37565 -0.974
H -0.76374 -1.85552 -1.91464 0.498
H -0.95351 -1.03274 -0.65810 0.461
O -2.36643 2.54454 1.23000 -1.019
H -2.20302 2.27008 0.32767 0.504
H -3.05200 3.20870 1.15842 0.512
O -2.27205 1.44842 -1.33388 -0.978
H -1.55568 1.05464 -0.83590 0.477
H -2.65318 0.71944 -1.82333 0.518
O -2.65853 -0.93541 1.73222 -0.961
H -3.25086 -1.11297 1.00157 0.496
H -2.13978 -0.18452 1.44360 0.465
O 0.98958 -2.61807 -1.98656 -0.934
H 1.84040 -2.34423 -2.32912 0.504
H 0.98750 -2.31476 -1.07868 0.440
```

Output
Energy relative to the best compared isomer or geometry (same formula, charge and spin) = 0.00 kcal/mol
Charge = +3
HOMO-LUMO gap = 5.54 eV
E_tot = -1686.06051 a.u.